Formula: C23H32N3O7P2RhSi
Source: the OMol25 dataset
Level of theory: ωB97M-V with the def2-TZVPD basis set

2S+1: 5
E_HOMO (spin up / spin down): -7.91 / -9.30 eV
energy above the lowest of the compared OMol25 structures with the same formula, charge and spin: 62.85 kJ/mol
total energy: -2669.549035 Ha
E_LUMO (spin up / spin down): 0.18 / -1.70 eV

Each line ends with the Löwdin charge.
Element x y z (Å)
Rh -1.20239 0.05525 -0.81262  1.2164
C -0.85713 0.66847 1.43739  -0.1826
Si 0.72273 -0.20755 1.83335  0.6170
C 1.81581 0.29733 0.36336  -0.2319
N 1.14027 0.02532 -0.93013  -0.2455
C 1.61542 0.99324 -1.95747  -0.2007
C 3.10941 0.87370 -2.22263  -0.1635
C 3.49544 -0.58528 -2.54611  -0.1722
C 2.25410 -1.46525 -2.65132  -0.1689
C 1.41913 -1.39159 -1.38121  -0.1568
C 0.50139 -2.06666 1.91665  -0.2649
C 1.63749 -2.87645 2.05060  -0.1225
C 1.54197 -4.25688 2.07675  -0.0829
C 0.29593 -4.86091 1.96275  -0.0793
C -0.83944 -4.08044 1.83017  -0.0683
C -0.73451 -2.69614 1.81147  -0.1015
C 1.54510 0.42927 3.39871  -0.2387
C 1.76416 -0.39527 4.50165  -0.0905
C 2.36951 0.09018 5.65229  -0.0824
C 2.76824 1.41615 5.72057  -0.0889
C 2.55643 2.25558 4.63558  -0.0895
C 1.95137 1.76263 3.49136  -0.1051
H -0.79134 1.75305 1.53361  0.0003
H -1.83930 0.33648 1.76257  0.0081
H 2.81704 -0.14282 0.37002  0.0958
H 1.96307 1.37965 0.44174  0.0849
H 1.34445 1.99267 -1.60837  0.1202
H 1.05566 0.81909 -2.87234  0.0792
H 3.68151 1.24271 -1.36940  0.0982
H 3.34922 1.53431 -3.05707  0.1148
H 4.15852 -0.98067 -1.77071  0.1065
H 4.05546 -0.63072 -3.48016  0.1081
H 2.53328 -2.51100 -2.79557  0.1232
H 1.65573 -1.18247 -3.51959  0.0960
H 1.93427 -1.89562 -0.56136  0.1067
H 0.47294 -1.91756 -1.51836  0.0921
H 2.61910 -2.41870 2.13536  0.1073
H 2.43288 -4.86273 2.17869  0.1024
H 0.21434 -5.93994 1.96866  0.1034
H -1.80930 -4.54715 1.72248  0.1088
H -1.63551 -2.11040 1.68192  0.0838
H 1.45734 -1.43381 4.46593  0.0965
H 2.52939 -0.56836 6.49608  0.1032
H 3.24207 1.79642 6.61625  0.1020
H 2.86418 3.29212 4.68348  0.1015
H 1.79216 2.43912 2.65816  0.0946
O -2.61223 0.09060 -4.83110  -0.1056
P -1.27510 -0.08691 -3.98627  0.2054
O -0.09234 -0.08776 -4.84620  -0.2550
O -1.33795 0.86132 -2.78928  -0.4021
O -1.45192 -1.57920 -3.31342  -0.2704
P -2.49488 -2.22756 -2.30397  0.2145
O -3.81052 -1.30174 -2.56527  -0.1546
O -2.78712 -3.64077 -2.51654  -0.2460
O -1.95412 -1.81962 -0.90274  -0.4183
H -3.38642 0.00597 -4.26055  0.0526
H -4.58922 -1.86661 -2.58702  0.0869
C -3.52220 5.19000 -1.09897  -0.0066
N -3.51666 3.75185 -0.92405  -0.1227
C -4.57035 2.89861 -1.13999  -0.0467
C -4.09661 1.64234 -0.91416  -0.1118
N -2.77746 1.71971 -0.55589  -0.0381
C -2.46060 2.99322 -0.57967  -0.1588
H -4.55000 5.51938 -1.22771  0.0920
H -2.94699 5.46814 -1.98091  0.0980
H -3.10805 5.67641 -0.21751  0.0946
H -5.54002 3.26188 -1.42849  0.1201
H -4.60057 0.69578 -0.99481  0.0995
H -1.48626 3.40665 -0.37861  0.1385